1.
# C34H46GdN9S

A molecular structure, C34H46GdN9S (ωB97M-V/def2-TZVPD, OMol25).

Computed properties:
Strongest force on any atom in eV/Å: 2.78
E_HOMO (alpha / beta) in Eh: -0.34245 / -0.40581
Relative energy (zero: lowest compared OMol25 entry of this formula, charge and spin) in kcal/mol: 143.0
E_tot in hartree: -2979.1799
HOMO-LUMO gap (alpha / beta) in eV: 4.41 / 3.09
E_LUMO (alpha / beta) in eV: -4.9097 / -7.9571
Expectation value of S²: 16.10

```
! RIJCOSX wB97M-V def2-TZVPD def2/J DEFGRID3
* xyz 2 8
Gd 1.174 -0.265 -0.704
C 3.337 2.250 0.926
C 3.317 2.593 -0.565
N 2.848 1.454 -1.441
C 3.984 0.840 -2.214
C 3.548 -0.413 -3.028
N 2.684 -1.394 -2.307
C 3.398 -2.531 -1.614
C 4.132 -2.038 -0.373
C 3.457 -2.306 0.989
N 2.133 -1.684 1.184
C 2.063 -0.962 2.493
C 0.627 -0.451 2.810
N 0.186 0.676 1.990
C 1.943 2.253 1.539
H 3.907 3.033 1.453
H 3.868 1.311 1.041
H 4.291 2.865 -0.919
H 2.701 3.482 -0.730
H 2.281 1.919 -2.191
H 4.812 0.553 -1.558
H 4.372 1.565 -2.924
H 4.455 -0.907 -3.398
H 2.997 -0.021 -3.879
H 2.053 -1.867 -2.995
H 4.069 -3.070 -2.331
H 2.628 -3.231 -1.317
H 4.383 -0.951 -0.463
H 5.107 -2.588 -0.359
H 4.148 -1.969 1.796
H 3.408 -3.407 1.087
H 1.463 -2.449 1.257
H 2.800 -0.116 2.461
H 2.394 -1.627 3.330
H 0.599 -0.192 3.892
H -0.089 -1.277 2.692
H -1.177 1.916 1.158
H 1.969 2.280 2.642
H 1.448 3.218 1.319
N 1.115 1.162 1.058
C -1.212 1.311 2.074
C -2.330 0.257 1.983
C -3.129 0.236 0.846
C -4.038 -0.783 0.678
C -4.329 -1.662 1.741
C -3.661 -1.491 2.949
C -2.645 -0.556 3.063
C -1.414 2.316 3.238
C -2.681 2.862 3.367
C -2.903 3.992 4.151
C -1.894 4.546 4.900
C -0.621 3.961 4.849
C -0.400 2.820 4.065
H -2.954 1.000 0.085
H -4.563 -0.958 -0.240
H -5.059 -2.458 1.626
H -3.951 -2.030 3.820
H -2.122 -0.423 4.014
H -3.497 2.425 2.843
H -3.917 4.403 4.228
H -2.094 5.372 5.565
H 0.209 4.384 5.429
H 0.580 2.373 4.099
N -3.031 -5.663 -0.850
C -2.036 -4.741 -0.766
C -1.369 -4.288 -1.933
C -0.606 -3.145 -1.861
N -0.359 -2.423 -0.738
C -0.954 -2.919 0.376
C -1.709 -4.078 0.437
H -3.141 -6.111 -1.733
H -3.272 -6.185 -0.034
H -1.442 -4.800 -2.899
H -0.212 -2.709 -2.775
H -0.838 -2.372 1.302
H -2.062 -4.448 1.420
N -2.657 2.559 -6.265
C -3.275 2.139 -5.120
S -4.898 2.102 -4.848
C -2.368 1.829 -3.999
C -0.993 2.221 -4.073
C -0.047 1.575 -3.319
N -0.368 0.696 -2.324
C -1.666 0.313 -2.249
C -2.708 0.932 -2.943
H -3.239 2.643 -7.096
H -1.665 2.342 -6.390
H -0.704 3.091 -4.620
H 1.019 1.773 -3.505
H -1.849 -0.532 -1.542
H -3.758 0.647 -2.831
*
```

Table of Mulliken atomic charges, one value per atom, all in e: Gd 1.17; C -0.63; C -1.01; N 0.26; C -0.92; C -0.97; N -0.13; C -0.85; C 0.05; C -0.98; N 0.37; C -1.39; C -0.16; N 0.76; C -0.66; H 0.51; H 0.10; H 0.48; H 0.42; H -0.12; H 0.61; H 0.44; H 0.38; H 0.49; H 0.30; H 0.43; H 0.38; H -0.25; H 0.44; H 0.53; H 0.26; H 0.08; H 0.31; H 0.62; H 0.20; H 0.25; H 0.49; H 0.18; H 0.43; N 0.34; C 0.07; C -0.02; C -0.01; C -0.74; C -0.63; C -1.16; C -0.09; C 0.53; C -0.57; C -0.79; C -0.50; C -1.07; C -0.25; H 0.72; H 0.51; H 0.50; H 0.49; H 0.51; H 0.48; H 0.38; H 0.44; H 0.39; H 0.17; N -0.45; C 0.75; C -0.82; C -0.83; N 0.70; C -0.06; C -0.97; H 0.22; H 0.25; H 0.34; H 0.43; H 0.01; H 0.39; N -0.39; C 0.25; S -0.36; C 0.39; C -1.72; C -0.16; N 0.15; C -0.38; C -0.67; H 0.24; H 0.20; H 0.63; H 0.56; H 0.38; H 0.36


2.
# C25H50ClFNO6P2

4 unconnected molecules or ions with the total composition C25H50ClFNO6P2 (ωB97M-V/def2-TZVPD, OMol25).

Computed properties:
Strongest force on any atom in eV/Å: 3.61
E_HOMO in Eh: -0.38702
Relative energy (zero: lowest compared OMol25 entry of this formula, charge and spin) in kcal/mol: 0.0
E_tot in hartree: -2731.2845
HOMO-LUMO gap in eV: 7.27
E_LUMO in eV: -3.2620

```
! RIJCOSX wB97M-V def2-TZVPD def2/J DEFGRID3
* xyz 1 1
C 1.609 0.714 1.917
C 0.552 1.688 1.352
C -0.752 0.934 1.164
F -1.336 0.771 2.419
C -1.828 1.538 0.207
P -1.930 3.343 0.644
C -2.765 4.322 -0.664
C -4.300 4.251 -0.850
C -2.613 3.624 2.331
C -3.881 4.472 2.414
C -1.300 1.312 -1.221
C -1.763 -0.130 -1.527
P -1.401 -0.342 -3.375
O -2.628 -1.262 -3.948
Cl 0.203 -1.617 -3.236
N -3.173 -0.036 -1.081
C -3.051 0.565 0.330
C -4.389 1.028 0.848
C -5.195 -0.089 1.529
C -4.377 -0.864 2.582
C -4.084 -2.246 2.032
O -3.233 -2.999 2.886
C -1.920 -2.809 2.551
O -1.075 -2.509 3.389
H 2.589 1.165 1.824
H 1.370 0.529 2.957
H 1.597 -0.236 1.390
H 0.417 2.450 2.107
H 0.887 2.119 0.418
H -0.494 -0.065 0.813
H -2.451 5.353 -0.562
H -2.307 3.983 -1.591
H -4.748 5.139 -0.413
H -4.580 4.278 -1.898
H -4.750 3.412 -0.338
H -1.834 4.145 2.877
H -2.770 2.700 2.878
H -3.781 5.404 1.869
H -4.139 4.684 3.445
H -4.735 3.956 1.982
H -0.256 1.516 -1.398
H -1.925 1.887 -1.905
H -1.189 -0.885 -1.003
H -2.970 -1.856 -3.272
H -3.516 -0.989 -0.958
H -3.807 0.441 -1.722
H -2.652 -0.282 0.872
H -4.982 1.342 -0.013
H -4.318 1.896 1.488
H -6.050 0.370 2.011
H -5.574 -0.797 0.792
H -4.871 -0.953 3.539
H -3.415 -0.377 2.718
H -4.987 -2.810 1.820
H -3.557 -2.137 1.073
H -1.622 -2.962 1.505
C 5.758 -0.604 -1.049
C 4.640 -0.258 -2.000
O 4.546 0.835 -2.504
C 3.630 -1.343 -2.298
H 6.405 0.260 -0.923
H 5.347 -0.885 -0.078
H 6.345 -1.432 -1.449
H 3.131 -1.651 -1.376
H 4.123 -2.208 -2.744
H 2.891 -0.959 -2.994
C 8.702 1.955 -2.865
C 9.658 1.300 -1.897
O 9.310 0.987 -0.783
C 11.065 1.057 -2.384
H 7.732 2.072 -2.387
H 9.078 2.938 -3.152
H 8.589 1.337 -3.757
H 11.536 2.002 -2.655
H 11.051 0.403 -3.257
H 11.645 0.584 -1.595
C -1.582 -6.504 1.299
C -0.671 -5.672 0.436
O -0.978 -4.550 0.088
C 0.638 -6.290 0.024
H -2.487 -5.945 1.525
H -1.852 -7.423 0.778
H -1.079 -6.760 2.233
H 0.456 -7.201 -0.548
H 1.227 -6.537 0.908
H 1.196 -5.589 -0.591
*
```

Table of Mulliken atomic charges, one value per atom, all in e: C -1.49; C -0.47; C -0.82; F -0.48; C 1.67; P -0.18; C -0.66; C -1.11; C -0.49; C -1.30; C -2.01; C -0.05; P 0.19; O -0.45; Cl -0.16; N -0.04; C 0.83; C -0.85; C -1.16; C -0.14; C -0.36; O -0.40; C 0.40; O -0.54; H 0.44; H 0.34; H 0.34; H 0.36; H 0.57; H 0.08; H 0.58; H 0.49; H 0.36; H 0.31; H 0.17; H 0.57; H 0.48; H 0.33; H 0.42; H 0.27; H 0.34; H 0.70; H 0.40; H 0.34; H 0.64; H 0.57; H -0.50; H 0.41; H -0.10; H 0.46; H 0.46; H 0.49; H 0.01; H 0.36; H 0.05; H 0.32; C -1.00; C 0.76; O -0.57; C -0.85; H 0.19; H 0.33; H 0.34; H 0.27; H 0.39; H 0.14; C -1.01; C 0.84; O -0.54; C -1.10; H 0.22; H 0.36; H 0.30; H 0.33; H 0.32; H 0.30; C -1.11; C 0.87; O -0.56; C -1.15; H 0.20; H 0.40; H 0.34; H 0.35; H 0.35; H 0.28